Version one
Below is a molecular structure, H24NeO12, with properties calculated with wB97M-V/def2-TZVPD.

The value obtained for the HOMO-LUMO gap is 9.56 eV. As for the HOMO energy: -10.02 eV. The value obtained for the LUMO energy is -0.46 eV.

Structure (XYZ):
```
37
Properties=species:S:1:pos:R:3:mulliken_charge:R:1
Ne 9.966 -12.389 7.476 0.011
O 7.709 -10.850 8.341 -0.689
H 7.739 -11.564 7.704 0.273
H 8.374 -11.080 8.990 0.394
O 13.112 -10.111 9.640 -0.624
H 12.199 -10.292 9.415 0.346
H 13.352 -10.811 10.248 0.280
O 10.430 -13.737 10.906 -0.594
H 9.653 -13.634 11.456 0.273
H 11.161 -13.750 11.523 0.295
O 8.974 -10.211 5.184 -0.723
H 8.983 -11.016 5.703 0.360
H 9.431 -10.443 4.375 0.328
O 8.235 -15.354 8.387 -0.647
H 8.940 -15.394 7.741 0.359
H 7.704 -16.130 8.211 0.316
O 14.348 -12.579 7.523 -0.598
H 13.617 -13.146 7.767 0.391
H 14.161 -12.319 6.621 0.286
O 10.155 -10.852 9.749 -0.537
H 10.179 -10.417 10.601 0.255
H 10.368 -11.765 9.941 0.302
O 12.189 -14.328 8.340 -0.683
H 11.619 -14.543 7.601 0.361
H 11.616 -14.372 9.105 0.277
O 11.278 -9.295 6.233 -0.669
H 10.479 -9.674 5.867 0.390
H 11.240 -8.371 5.988 0.301
O 10.159 -15.116 6.371 -0.655
H 10.228 -15.988 5.980 0.230
H 10.595 -14.538 5.745 0.320
O 9.297 -8.285 8.517 -0.650
H 10.127 -8.513 8.098 0.317
H 8.738 -9.049 8.375 0.369
O 7.272 -13.158 6.807 -0.667
H 6.350 -13.380 6.936 0.284
H 7.740 -13.695 7.446 0.415
```



Version two
Below is a molecular structure, H24NeO12, with properties calculated with wB97M-V/def2-TZVPD.

The value obtained for the HOMO-LUMO gap is 8.47 eV. As for the HOMO energy: -9.13 eV. The value obtained for the LUMO energy is -0.66 eV.

Structure (XYZ):
```
37
Properties=species:S:1:pos:R:3:mulliken_charge:R:1
Ne 0.045 0.136 0.051 0.028
O 3.072 0.685 -1.608 -0.606
H 3.184 1.631 -1.513 0.291
H 3.025 0.357 -0.710 0.332
O 3.650 -0.473 1.075 -0.734
H 3.469 -1.410 0.997 0.345
H 4.102 -0.386 1.915 0.306
O -1.760 3.016 0.886 -0.674
H -1.608 2.730 -0.015 0.329
H -0.941 2.818 1.341 0.381
O 0.532 1.870 2.849 -0.607
H 1.262 2.419 2.562 0.313
H 0.843 0.973 2.725 0.376
O 1.371 -0.723 2.727 -0.689
H 2.201 -0.660 2.254 0.352
H 1.484 -1.473 3.311 0.280
O -0.981 -2.262 -1.383 -0.636
H -0.279 -2.536 -0.793 0.280
H -0.532 -1.814 -2.099 0.324
O -0.002 -0.442 -3.396 -0.628
H 0.449 0.388 -3.240 0.301
H 0.342 -0.749 -4.234 0.285
O -1.678 -1.384 2.597 -0.659
H -0.775 -1.221 2.326 0.295
H -1.696 -1.149 3.525 0.326
O 2.668 -2.220 -2.241 -0.618
H 1.878 -2.527 -2.686 0.282
H 2.704 -1.284 -2.434 0.351
O -2.489 2.284 -1.736 -0.637
H -2.589 1.935 -2.622 0.294
H -2.373 3.226 -1.861 0.290
O -3.288 0.406 1.202 -0.678
H -2.838 -0.154 1.835 0.398
H -2.733 1.182 1.130 0.315
O -3.541 -1.232 -1.093 -0.647
H -3.569 -0.554 -0.418 0.398
H -2.608 -1.402 -1.224 0.344
```



Which one is most stable, and which one is least stable? version two is the most stable of them, while version one is the least stable.



Version one
Below is a molecular structure, C3H12N2O2, with properties calculated with wB97M-V/def2-TZVPD.

The value obtained for the HOMO-LUMO gap is 9.47 eV. As for the HOMO energy: -8.57 eV. The value obtained for the LUMO energy is 0.90 eV.

Structure (XYZ):
```
19
Properties=species:S:1:pos:R:3:mulliken_charge:R:1
C 1.518 -1.148 -0.051 -0.555
N 1.633 1.837 -1.336 -0.438
O 1.427 0.526 -1.866 -0.460
H 2.433 1.772 -0.706 0.197
H 1.931 2.404 -2.127 0.246
H 2.405 -0.529 0.054 0.274
H 1.261 -1.395 0.977 0.333
H 1.599 -1.978 -0.742 0.263
C -1.951 -1.261 1.006 -0.888
C -1.202 1.024 0.694 -0.865
N -0.824 -0.379 0.760 0.007
O -0.195 -0.769 -0.434 -0.457
H 0.532 0.217 -1.520 0.477
H -2.726 -1.169 0.231 0.300
H -0.318 1.615 0.455 0.333
H -2.381 -1.016 1.978 0.336
H -1.595 -2.289 1.023 0.290
H -1.971 1.211 -0.069 0.296
H -1.578 1.329 1.671 0.307
```



Version two
Below is 4 unconnected molecules or ions with the total composition C3H12N2O2, with properties calculated with wB97M-V/def2-TZVPD.

The value obtained for the HOMO-LUMO gap is 4.27 eV. As for the HOMO energy: -8.21 eV. The value obtained for the LUMO energy is -3.95 eV.

Structure (XYZ):
```
19
Properties=species:S:1:pos:R:3:mulliken_charge:R:1
C -0.591 -0.672 1.434 -1.094
C -0.227 0.417 0.473 0.286
C -1.057 0.560 -0.664 -0.012
N -0.650 1.580 -1.525 -0.392
N 0.873 1.126 0.744 -0.358
H 0.202 -1.442 1.348 0.298
H -0.564 -0.236 2.436 0.355
H -1.626 -1.069 1.168 0.394
H -1.989 -0.167 -0.617 0.582
H 0.144 1.543 -2.153 0.223
H -1.536 1.911 -1.938 0.295
H 1.678 0.595 1.036 0.329
H 1.211 1.570 -0.128 0.327
H -3.925 -1.383 0.212 0.167
H 2.038 0.340 -1.687 0.063
O -2.950 -1.235 0.165 -0.943
H 2.480 -0.574 -0.630 -0.051
H 3.455 -1.857 0.088 0.270
O 3.034 -1.007 0.239 -0.739
```



Which one is most stable, and which one is least stable? version one is the most stable of them, while version two is the least stable.



Version one
Below is 2 unconnected molecules or ions with the total composition C3H12N2O2, with properties calculated with wB97M-V/def2-TZVPD.

The value obtained for the HOMO-LUMO gap is 10.61 eV. The SMILES is CC(N)(N)O.CO. As for the HOMO energy: -9.79 eV. The value obtained for the LUMO energy is 0.82 eV.

Structure (XYZ):
```
19
Properties=species:S:1:pos:R:3:mulliken_charge:R:1
C 0.911 -0.424 1.420 -1.555
C 0.922 0.948 0.737 1.110
N 0.267 2.002 1.517 -0.697
N 0.277 0.838 -0.558 -0.652
O 2.257 1.311 0.570 -0.568
H 1.503 -1.114 0.826 0.347
H 1.359 -0.340 2.406 0.396
H -0.105 -0.799 1.506 0.359
H -0.671 1.724 1.784 0.224
H 0.796 2.177 2.366 0.227
H 0.339 1.727 -1.046 0.249
H -0.709 0.633 -0.426 0.228
H 2.288 2.188 0.169 0.346
C -1.817 -1.904 -2.131 -0.574
O -1.310 -1.718 -0.833 -0.488
H -2.846 -2.236 -2.023 0.223
H -1.252 -2.666 -2.678 0.253
H -1.802 -0.972 -2.707 0.261
H -0.406 -1.375 -0.898 0.311
```



Version two
Below is 3 unconnected molecules or ions with the total composition C3H12N2O2, with properties calculated with wB97M-V/def2-TZVPD.

The value obtained for the HOMO-LUMO gap is 8.47 eV. The SMILES is C/C(N)=C/N.O.O. As for the HOMO energy: -7.71 eV. The value obtained for the LUMO energy is 0.76 eV.

Structure (XYZ):
```
19
Properties=species:S:1:pos:R:3:mulliken_charge:R:1
C 1.432 0.050 1.637 -0.962
C 0.757 0.333 0.306 0.036
N -0.170 -0.717 -0.058 -0.450
C 1.183 1.255 -0.562 -0.339
N 0.473 1.903 -1.571 -0.439
H 2.486 0.303 1.620 0.401
H 0.932 0.661 2.400 0.242
H 1.087 -0.927 1.921 0.354
H -0.971 -0.331 -0.540 0.248
H 0.385 -1.331 -0.623 0.221
H 2.193 1.623 -0.466 0.324
H 0.005 1.369 -2.290 0.170
H 0.714 2.835 -1.838 0.195
O -1.964 1.445 1.703 -0.675
H -1.774 2.374 1.873 0.314
H -1.111 1.042 1.498 0.355
O -1.033 -3.651 -1.368 -0.611
H -1.543 -3.577 -2.174 0.307
H -0.822 -4.559 -1.148 0.308
```



Which one is most stable, and which one is least stable? version one is the most stable of them, while version two is the least stable.



Version one
Below is 2 unconnected molecules or ions with the total composition C3H12N2O2, with properties calculated with wB97M-V/def2-TZVPD.

The value obtained for the HOMO-LUMO gap is 9.29 eV. The SMILES is NC[C@@H](N)CO.O. As for the HOMO energy: -8.68 eV. The value obtained for the LUMO energy is 0.61 eV.

Structure (XYZ):
```
19
Properties=species:S:1:pos:R:3:mulliken_charge:R:1
N 0.248 2.765 -1.034 -0.526
C 1.023 2.151 0.052 -0.556
C 0.680 0.800 0.571 0.248
N -0.410 0.787 1.641 -0.708
C 0.017 -0.082 -0.600 -0.940
O -0.644 -1.252 -0.188 -0.572
H -0.296 2.190 -1.639 0.218
H -0.316 3.574 -0.699 0.240
H 1.116 2.807 0.932 0.298
H 1.957 1.841 -0.345 0.296
H 1.531 0.284 1.058 0.430
H -1.101 0.039 1.382 0.242
H 0.028 0.829 2.569 0.223
H -0.715 0.538 -1.025 0.393
H 0.906 -0.259 -1.080 0.391
H -0.808 -1.816 -0.952 0.326
O -1.375 -5.072 -0.527 -0.650
H -0.464 -5.334 -0.584 0.314
H -1.376 -4.789 0.468 0.333
```



Version two
Below is 3 unconnected molecules or ions with the total composition C3H12N2O2, with properties calculated with wB97M-V/def2-TZVPD.

The value obtained for the HOMO-LUMO gap is 9.42 eV. The SMILES is CC/N=C\N.O.O. As for the HOMO energy: -8.82 eV. The value obtained for the LUMO energy is 0.61 eV.

Structure (XYZ):
```
19
Properties=species:S:1:pos:R:3:mulliken_charge:R:1
C 0.570 1.149 0.922 -0.942
C 0.365 0.938 -0.579 -0.488
N 1.207 -0.255 -0.993 -0.507
C 0.569 -1.360 -0.916 0.175
N -0.744 -1.623 -1.228 -0.327
H 1.625 1.065 1.166 0.300
H -0.020 0.429 1.480 0.229
H 0.130 2.127 1.137 0.342
H 0.812 1.724 -1.195 0.302
H -0.687 0.930 -0.858 0.280
H 0.979 -2.367 -0.713 0.252
H -1.325 -0.840 -1.475 0.157
H -1.055 -2.527 -1.498 0.228
O -4.526 0.752 1.114 -0.638
H -4.701 1.672 0.946 0.317
H -3.743 0.775 1.669 0.319
O 3.596 -0.515 0.471 -0.653
H 3.068 -0.723 -0.299 0.360
H 3.879 -1.351 0.850 0.295
```



Which one is most stable, and which one is least stable? version two is the most stable of them, while version one is the least stable.



Version one
Below is 2 unconnected molecules or ions with the total composition C3H12N2O2, with properties calculated with wB97M-V/def2-TZVPD.

The value obtained for the HOMO-LUMO gap is 10.25 eV. The SMILES is NC[C@@H](N)CO.O. As for the HOMO energy: -9.58 eV. The value obtained for the LUMO energy is 0.68 eV.

Structure (XYZ):
```
19
Properties=species:S:1:pos:R:3:mulliken_charge:R:1
N 2.767 0.794 0.584 -0.662
C 1.404 1.204 0.233 -0.737
C 0.565 -0.011 -0.140 0.556
N -0.854 0.349 -0.368 -0.775
C 1.066 -0.666 -1.416 -0.775
O 0.385 -1.872 -1.726 -0.537
H 3.232 1.606 0.988 0.258
H 3.285 0.677 -0.283 0.238
H 1.341 1.895 -0.627 0.332
H 0.908 1.731 1.045 0.428
H 0.658 -0.696 0.712 0.188
H -1.135 1.116 0.252 0.240
H -1.392 -0.447 -0.029 0.261
H 0.961 0.094 -2.194 0.318
H 2.117 -0.939 -1.358 0.346
H -0.553 -1.661 -1.814 0.323
O -4.747 -0.796 2.263 -0.642
H -5.558 -0.681 1.764 0.321
H -4.451 -1.697 2.115 0.320
```



Version two
Below is 2 unconnected molecules or ions with the total composition C3H12N2O2, with properties calculated with wB97M-V/def2-TZVPD.

The value obtained for the HOMO-LUMO gap is 9.31 eV. The SMILES is NC[C@@H](N)CO.O. As for the HOMO energy: -8.69 eV. The value obtained for the LUMO energy is 0.63 eV.

Structure (XYZ):
```
19
Properties=species:S:1:pos:R:3:mulliken_charge:R:1
N 1.538 0.875 -1.067 -0.623
C 1.730 -0.230 -0.137 -0.824
C 0.461 -0.888 0.465 0.591
N 0.809 -1.628 1.654 -0.513
C -0.594 0.145 0.798 -0.682
O -1.719 -0.396 1.458 -0.544
H 0.977 0.598 -1.860 0.253
H 1.133 1.689 -0.623 0.256
H 2.381 0.072 0.683 0.387
H 2.245 -1.003 -0.723 0.329
H 0.060 -1.633 -0.229 0.252
H 0.812 -2.629 1.674 0.147
H 1.173 -1.169 2.471 0.174
H -0.165 0.982 1.373 0.350
H -0.995 0.603 -0.102 0.117
H -1.468 -0.640 2.359 0.333
O -2.772 1.799 -3.115 -0.644
H -2.052 1.869 -2.479 0.316
H -3.555 1.584 -2.600 0.325
```



Which one is most stable, and which one is least stable? version one is the most stable of them, while version two is the least stable.



Version one
Below is C6H9NO4 in the gas phase, with properties calculated with wB97M-V/def2-TZVPD.

The value obtained for the HOMO-LUMO gap is 10.40 eV. The SMILES is O=C(O)[C@H]1CCN[C@@H]1C(=O)O. As for the HOMO energy: -9.83 eV. The value obtained for the LUMO energy is 0.56 eV.

Structure (XYZ):
```
20
Properties=species:S:1:pos:R:3:mulliken_charge:R:1
O -1.218 -2.580 -1.126 -0.614
C -1.114 -1.327 -1.108 0.271
O -1.094 -0.563 -2.256 -0.404
C -0.789 -0.290 0.048 0.328
C -0.536 -1.026 1.380 -0.786
C 0.813 -0.370 1.900 -0.649
N 0.949 0.825 1.134 -0.531
C 0.565 0.420 -0.195 0.178
C 0.631 1.747 -1.019 0.228
O 1.699 2.102 -1.618 -0.621
O -0.484 2.485 -1.151 -0.444
H -1.201 -1.352 -2.928 0.372
H -1.719 0.380 0.025 0.397
H -0.546 -2.113 1.330 0.385
H -1.413 -0.847 2.100 0.255
H 1.663 -1.110 1.789 0.307
H 0.827 -0.146 2.919 0.394
H 1.956 0.963 1.201 0.260
H 1.395 -0.369 -0.568 0.305
H -0.385 3.170 -1.858 0.371
```



Version two
Below is C6H9NO4 in the gas phase, with properties calculated with wB97M-V/def2-TZVPD.

The value obtained for the HOMO-LUMO gap is 9.96 eV. The SMILES is O=C(O)[C@H]1CNC[C@H]1C(=O)O. As for the HOMO energy: -9.61 eV. The value obtained for the LUMO energy is 0.35 eV.

Structure (XYZ):
```
20
Properties=species:S:1:pos:R:3:mulliken_charge:R:1
O -0.167 2.884 -0.699 -0.539
C 0.097 1.838 -0.191 0.158
O -0.002 1.595 1.186 -0.516
C 0.400 0.553 -0.885 0.479
C 1.773 -0.151 -0.434 -0.747
N 1.504 -1.458 0.045 -0.453
C 0.110 -1.532 0.415 -0.619
C -0.601 -0.630 -0.620 -0.152
C -2.020 -0.377 -0.234 0.239
O -2.950 -0.450 -1.026 -0.583
O -2.305 0.167 1.006 -0.508
H -0.364 2.470 1.564 0.336
H 0.500 0.862 -1.936 0.445
H 2.225 0.477 0.350 0.331
H 2.478 -0.138 -1.244 0.320
H 2.053 -1.631 0.874 0.289
H -0.288 -2.528 0.456 0.442
H -0.134 -1.147 1.453 0.253
H -0.801 -1.161 -1.536 0.444
H -1.509 0.357 1.456 0.381
```



Which one is most stable, and which one is least stable? version two is the most stable of them, while version one is the least stable.